ORCA calculation (ωB97M-V with the def2-TZVPD basis set) on a 2-piece molecular cluster, C5H8N2O2 overall at a distorted geometry.

The geometry in XYZ format:
```
17
Properties=species:S:1:pos:R:3:forces:R:3
C 1.376 -0.040 1.860 0.185 -0.164 -0.045
C -0.827 0.587 1.084 1.953 0.648 0.017
N -1.555 1.686 0.797 0.000 -0.023 0.333
O 0.508 0.953 1.339 -1.940 0.057 0.082
O -1.209 -0.553 1.090 -0.227 -0.357 0.131
H -2.434 1.553 0.326 0.114 0.020 0.092
H -1.079 2.568 0.721 -0.019 -0.092 -0.166
H 0.874 -0.783 2.482 -0.191 0.074 -0.204
H 2.098 0.487 2.480 0.057 0.023 -0.075
H 1.895 -0.528 1.032 -0.019 -0.104 0.124
C 0.094 -0.783 -2.296 0.769 -0.906 0.117
C -0.060 -1.864 -1.538 -0.561 -0.017 0.002
C 0.159 0.554 -1.815 -0.519 1.106 -0.813
N 0.183 1.706 -1.751 0.125 -0.468 0.411
H 0.346 -0.876 -3.348 0.000 0.043 0.054
H 0.029 -2.858 -1.947 -0.037 -0.031 -0.297
H -0.398 -1.810 -0.516 0.310 0.191 0.238
```
Positions in Å, forces in eV/Å.

multiplicity	1
strongest force on any atom	2.06	eV Å⁻¹
frontier orbital gap	10.87	eV
HOMO energy	-10.3	eV
relative energy (zero: lowest compared OMol25 entry of this formula, charge and spin)	1.720	eV
DFT total energy	-12389.2155	eV

=====

ORCA calculation (ωB97M-V with the def2-TZVPD basis set) on an isolated ion of composition C5H8N2O2S and charge +2 at a distorted geometry.

The geometry in XYZ format:
```
18
Properties=species:S:1:pos:R:3:forces:R:3
C -1.789 0.013 -0.439 4.338 2.464 -0.135
C 0.413 0.449 -0.625 0.546 1.228 0.180
C -1.627 1.187 -1.368 -0.803 -1.960 -0.319
C -0.086 -1.143 1.057 -4.094 -3.155 4.116
C 1.372 -1.372 0.937 2.176 0.209 -2.440
N -0.167 1.268 -1.435 -1.510 -0.948 0.705
N -0.590 -0.231 0.088 -1.538 0.222 -2.429
O 3.252 0.593 0.128 2.145 -0.776 -1.039
O 1.382 1.253 1.521 -0.559 0.145 1.375
S 2.042 0.305 0.718 -2.482 0.535 -0.850
H -2.673 -0.428 -0.219 -2.591 -1.539 1.060
H -2.159 0.947 -2.365 0.876 0.804 1.262
H -2.069 2.052 -0.824 0.023 -0.066 -0.570
H -0.767 -2.086 1.084 1.644 0.846 -0.967
H -0.536 -0.878 2.115 1.751 0.497 -1.672
H 1.965 -1.846 1.661 0.033 -0.542 2.176
H 1.822 -1.966 0.061 -1.291 1.057 0.436
H 0.215 1.882 -2.098 1.338 0.978 -0.890
```
Positions in Å, forces in eV/Å.

multiplicity	1
strongest force on any atom	6.61	eV Å⁻¹
net charge	+2
frontier orbital gap	9.47	eV
HOMO energy	-20.2	eV
relative energy (zero: lowest compared OMol25 entry of this formula, charge and spin)	0.682	eV
DFT total energy	-23202.5251	eV

=====

ORCA calculation (ωB97M-V with the def2-TZVPD basis set) on a 2-piece molecular cluster, C5H8N2O3 overall at a distorted geometry.

The geometry in XYZ format:
```
18
Properties=species:S:1:pos:R:3:forces:R:3
C -1.564 -0.131 1.208 -2.240 -1.061 1.732
C -0.247 -1.053 -0.879 1.827 -1.683 -2.336
C 1.161 -1.367 -0.707 0.703 0.652 1.052
C 2.053 -0.332 -0.556 0.304 -1.002 -0.884
C 0.377 1.387 -0.734 0.073 1.594 -0.657
H -1.267 0.614 2.947 1.398 0.495 -1.743
H -1.165 -0.378 0.260 -0.860 0.698 3.287
H -1.641 -1.198 1.563 -0.688 1.145 0.653
H -2.562 0.377 0.949 0.962 -0.918 0.774
H -1.514 0.499 -0.958 2.437 0.343 -0.552
H 1.440 -2.400 -0.523 0.064 0.294 -0.198
H 3.139 -0.497 -0.425 -0.848 -0.058 -0.016
H 2.455 1.747 -0.857 -1.769 -1.714 0.681
N -0.458 0.303 -0.931 -1.964 2.619 -2.847
N 1.715 0.984 -0.710 0.971 1.483 0.048
O -0.767 0.708 2.071 -1.594 -1.081 0.996
O -1.179 -1.834 -1.033 0.724 0.574 0.155
O 0.023 2.570 -0.685 0.498 -2.379 -0.145
```
Positions in Å, forces in eV/Å.

multiplicity	1
strongest force on any atom	4.34	eV Å⁻¹
frontier orbital gap	9.96	eV
HOMO energy	-9.5	eV
relative energy (zero: lowest compared OMol25 entry of this formula, charge and spin)	2.560	eV
DFT total energy	-14435.1840	eV